DFT (ωB97M-V/def2-TZVPD) results for C6H6O as an isolated structure at a distorted geometry.

```
13
Properties=species:S:1:pos:R:3:mulliken_charge:R:1
C -2.0038 -0.7422 -0.9776 -0.053
C -0.9262 -0.4514 -1.4738 -0.961
C 0.0835 -0.0355 -0.4583 0.834
C 1.0697 -0.9560 0.1665 -0.612
C 0.1271 -0.1914 1.0520 -0.243
O 0.5271 1.1628 1.2439 -0.433
C 0.4566 1.4051 -0.1753 -0.394
H -2.8697 -0.6785 -0.3460 0.363
H 2.1258 -0.7210 0.1634 0.241
H 0.7844 -1.9984 0.0117 0.302
H -0.4120 -0.6537 1.8818 0.413
H -0.3513 2.0992 -0.4391 0.289
H 1.4071 1.7515 -0.5892 0.254
```

Molar mass   94.1 g/mol
ΔE to the lowest compared entry with this formula, charge and spin   5.856 eV
LUMO energy   0.0107 Eh
Charge   0